Entry 1:
This record from OMol25 describes a structure of composition C37H45BBr2N7OS3Ti. The level of theory is ωB97M-V with the def2-TZVPD basis set.

Calculated values
Max |F| ... 1.64 eV/A
E_tot ... -247958.8273 eV
Charge ... +1
HOMO-LUMO gap (alpha / beta) ... 6.78 / 6.77 eV
Energy above the lowest of the compared OMol25 structures with the same formula, charge and spin ... 1.965 eV

Last column: Löwdin charge in e.
Atoms and positions in Å:
Ti (-0.495, -0.867, -0.567)  0.623
C (1.081, -0.532, -5.185)  -0.051
C (1.791, -1.284, -4.105)  -0.231
C (2.714, -2.245, -4.361)  0.076
C (3.411, -2.871, -3.297)  -0.194
N (3.032, -2.697, -2.058)  0.198
N (2.040, -1.822, -1.799)  -0.002
B (1.596, -1.471, -0.316)  -0.606
N (2.734, -0.644, 0.295)  0.011
N (3.849, -0.486, -0.450)  0.191
C (4.818, 0.235, 0.020)  -0.198
C (4.767, 0.751, 1.348)  0.067
C (3.612, 0.693, 2.053)  -0.237
C (3.445, 1.286, 3.413)  -0.054
C (2.488, 0.079, 1.404)  -0.617
S (0.899, 0.218, 1.931)  0.745
C (6.010, 0.501, -0.886)  -0.542
C (7.193, -0.354, -0.414)  -0.029
C (6.384, 1.988, -0.809)  -0.041
C (5.661, 0.171, -2.336)  -0.049
N (1.042, -2.767, 0.537)  0.029
N (1.908, -3.803, 0.371)  0.180
C (1.677, -4.953, 0.931)  -0.194
C (0.528, -5.171, 1.723)  0.066
C (-0.371, -4.179, 1.897)  -0.243
C (-1.602, -4.386, 2.721)  -0.068
C (-0.116, -2.919, 1.257)  -0.553
S (-1.377, -1.761, 1.452)  0.743
C (2.652, -6.097, 0.720)  -0.545
C (1.917, -7.206, -0.048)  -0.028
C (3.845, -5.629, -0.093)  -0.070
C (3.130, -6.628, 2.077)  -0.033
C (1.536, -1.002, -2.735)  -0.561
S (0.606, 0.395, -2.299)  0.775
C (4.594, -3.789, -3.595)  -0.532
C (5.576, -3.840, -2.427)  -0.037
C (5.376, -3.271, -4.815)  -0.044
C (4.051, -5.190, -3.909)  -0.024
H (1.375, -0.904, -6.164)  0.088
H (1.308, 0.533, -5.129)  0.083
H (0.001, -0.633, -5.071)  0.089
H (2.936, -2.514, -5.383)  0.125
H (5.640, 1.225, 1.776)  0.127
H (4.388, 1.691, 3.777)  0.086
H (3.080, 0.536, 4.116)  0.089
H (2.698, 2.081, 3.389)  0.082
H (7.473, -0.119, 0.615)  0.086
H (8.063, -0.168, -1.045)  0.092
H (6.952, -1.417, -0.465)  0.081
H (6.700, 2.288, 0.190)  0.077
H (5.543, 2.618, -1.106)  0.095
H (7.214, 2.189, -1.487)  0.092
H (5.332, -0.860, -2.445)  0.045
H (6.539, 0.330, -2.964)  0.094
H (4.857, 0.814, -2.698)  0.092
H (0.362, -6.138, 2.177)  0.128
H (-1.585, -5.377, 3.171)  0.089
H (-2.498, -4.288, 2.108)  0.083
H (-1.672, -3.639, 3.513)  0.083
H (1.562, -6.841, -1.014)  0.092
H (1.059, -7.590, 0.507)  0.083
H (2.597, -8.040, -0.226)  0.094
H (3.505, -5.210, -1.037)  0.040
H (4.514, -6.468, -0.290)  0.103
H (4.401, -4.851, 0.431)  0.094
H (2.321, -7.045, 2.677)  0.080
H (3.618, -5.842, 2.656)  0.095
H (3.856, -7.426, 1.914)  0.093
H (5.992, -2.855, -2.221)  0.065
H (6.402, -4.503, -2.691)  0.098
H (5.122, -4.201, -1.512)  0.040
H (5.723, -2.248, -4.660)  0.089
H (4.803, -3.306, -5.741)  0.077
H (6.252, -3.904, -4.963)  0.093
H (3.505, -5.606, -3.061)  0.069
H (4.877, -5.862, -4.147)  0.095
H (3.378, -5.169, -4.769)  0.091
C (-1.665, 2.496, -0.180)  -0.006
C (-2.681, 1.492, -0.625)  -0.277
C (-4.051, 1.808, -0.712)  0.017
C (-4.951, 0.848, -1.071)  0.010
C (-4.517, -0.461, -1.382)  -0.172
C (-5.372, -1.532, -1.748)  -0.614
Br (-7.236, -1.267, -1.860)  0.825
C (-4.862, -2.767, -2.019)  -0.149
C (-3.473, -2.989, -1.965)  -0.594
Br (-2.802, -4.705, -2.337)  0.829
C (-2.591, -1.986, -1.656)  -0.384
O (-1.258, -2.170, -1.636)  -0.231
C (-3.134, -0.704, -1.318)  -0.145
N (-2.252, 0.277, -0.913)  0.018
H (-2.104, 3.486, -0.087)  0.089
H (-0.839, 2.539, -0.890)  0.070
H (-1.248, 2.209, 0.788)  0.075
H (-4.376, 2.812, -0.476)  0.123
H (-6.007, 1.077, -1.122)  0.090
H (-5.516, -3.585, -2.285)  0.103

---

Entry 2:
This record from OMol25 describes a cluster of 7 separate species, C24H53F2NO16 in total. The level of theory is ωB97M-V with the def2-TZVPD basis set.

Calculated values
Max |F| ... 14.90 eV/A
E_tot ... -65413.1568 eV
HOMO-LUMO gap ... 8.03 eV
Energy above the lowest of the compared OMol25 structures with the same formula, charge and spin ... 1.958 eV

Last column: Löwdin charge in e.
Atoms and positions in Å:
N (0.516, 1.469, 0.469)  0.349
H (0.310, 0.731, 1.178)  0.134
H (0.788, 0.977, -0.439)  0.134
H (1.189, 2.082, 0.547)  0.033
H (-0.287, 1.970, 0.225)  0.058
O (1.345, -1.360, 0.533)  -0.415
H (0.906, -2.100, 0.114)  -0.139
C (3.285, -3.924, -0.430)  -0.167
C (3.496, -2.832, -1.341)  -0.309
O (2.894, -3.242, -2.517)  0.187
C (2.364, -4.391, -2.365)  -0.549
O (1.669, -4.941, -3.207)  0.122
O (2.575, -4.860, -1.081)  0.087
F (4.809, -2.568, -1.786)  0.000
H (2.536, -3.492, 0.295)  0.132
H (4.326, -4.321, 0.079)  0.209
H (3.354, -1.801, -1.106)  0.129
C (3.601, 0.075, 2.243)  -0.124
C (3.792, -1.442, 2.503)  -0.204
O (4.547, -1.479, 3.738)  0.163
C (4.894, -0.250, 4.025)  -0.541
O (5.862, -0.063, 4.736)  0.141
O (4.420, 0.689, 3.146)  0.075
F (4.527, -1.991, 1.457)  0.034
H (2.570, 0.441, 2.428)  0.136
H (3.603, 0.387, 1.292)  0.054
H (2.813, -1.951, 2.411)  0.147
C (-1.494, 2.655, -1.897)  -0.014
O (-0.250, 1.884, -2.190)  -0.199
C (0.531, 2.437, -3.247)  -0.176
C (1.892, 1.797, -3.212)  -0.379
O (2.511, 2.291, -2.254)  -0.118
C (3.484, 1.366, -1.648)  -0.089
C (4.602, 2.070, -0.723)  -0.134
O (3.762, 3.009, 0.039)  -0.234
C (4.597, 3.802, 0.855)  -0.136
H (-2.186, 2.624, -2.895)  0.162
H (-1.372, 3.488, -1.546)  -0.032
H (-2.109, 2.215, -1.216)  0.037
H (0.578, 3.553, -3.089)  0.151
H (0.219, 2.034, -4.275)  0.145
H (2.344, 1.774, -4.257)  0.152
H (1.855, 0.737, -2.860)  0.137
H (3.872, 0.823, -2.370)  0.063
H (2.873, 0.669, -0.887)  0.138
H (5.411, 2.471, -1.477)  0.149
H (5.199, 1.349, 0.021)  0.156
H (5.091, 3.264, 1.729)  0.114
H (3.976, 4.476, 1.456)  0.062
H (5.151, 4.594, 0.296)  0.105
C (-2.115, -1.157, 1.165)  -0.135
O (-2.136, 0.156, 1.328)  -0.134
C (-3.359, 0.730, 1.154)  -0.187
C (-3.408, 2.185, 1.592)  -0.379
O (-2.544, 2.905, 1.167)  -0.074
C (-2.180, 4.176, 1.812)  -0.100
C (-1.240, 5.063, 1.099)  -0.197
O (-0.175, 4.247, 0.519)  -0.236
C (1.003, 5.038, 0.288)  -0.100
H (-2.629, -1.857, 1.814)  0.093
H (-1.113, -1.324, 1.201)  0.047
H (-2.656, -1.496, 0.359)  0.063
H (-4.103, 0.083, 1.695)  0.146
H (-3.665, 0.669, 0.174)  0.101
H (-3.259, 2.126, 2.707)  0.146
H (-4.429, 2.575, 1.499)  0.139
H (-1.669, 3.941, 2.709)  0.124
H (-2.988, 4.818, 2.094)  0.131
H (-0.869, 6.134, 1.475)  0.166
H (-1.652, 5.709, 0.221)  0.143
H (1.605, 5.376, 1.276)  0.130
H (0.776, 6.048, -0.164)  0.094
H (1.654, 4.480, -0.376)  0.066
C (-5.300, -2.742, 3.170)  -0.102
O (-4.735, -3.014, 1.885)  -0.273
C (-5.721, -2.996, 0.797)  -0.101
C (-4.926, -3.368, -0.438)  -0.409
O (-4.415, -4.447, -0.486)  -0.019
C (-3.758, -4.820, -1.691)  -0.104
C (-2.310, -4.273, -1.815)  -0.119
O (-2.314, -2.930, -2.463)  -0.218
C (-0.904, -2.588, -2.552)  -0.118
H (-4.376, -3.060, 3.793)  0.119
H (-6.179, -3.455, 3.339)  0.109
H (-5.375, -1.707, 3.229)  0.045
H (-6.185, -2.020, 0.836)  0.119
H (-6.386, -3.773, 1.246)  0.128
H (-4.442, -2.555, -0.748)  0.090
H (-5.657, -3.399, -1.178)  0.120
H (-4.251, -4.869, -2.637)  0.134
H (-3.630, -5.790, -1.455)  0.088
H (-1.572, -4.907, -2.535)  0.180
H (-1.964, -4.081, -0.881)  0.076
H (-1.023, -1.531, -2.778)  0.065
H (-0.349, -2.842, -3.458)  0.081
H (-0.315, -2.655, -1.491)  0.127

---

Entry 3:
This record from OMol25 describes a cluster of 2 separate species, C11H15N in total. The level of theory is ωB97M-V with the def2-TZVPD basis set.

Calculated values
Max |F| ... 3.22 eV/A
E_tot ... -13139.8642 eV
HOMO-LUMO gap ... 8.77 eV
Energy above the lowest of the compared OMol25 structures with the same formula, charge and spin ... 0.927 eV

Last column: Löwdin charge in e.
Atoms and positions in Å:
C (2.578, 2.234, -0.360)  -0.045
C (1.738, 1.100, 0.141)  -0.241
C (2.165, 0.011, 0.821)  -0.059
N (1.080, -0.607, 1.455)  0.068
C (-0.072, -0.039, 0.966)  -0.193
C (-1.434, -0.184, 1.318)  -0.035
C (-2.328, 0.787, 0.926)  -0.115
C (-1.936, 1.926, 0.227)  -0.094
C (-0.605, 2.094, -0.178)  -0.031
C (0.299, 1.186, 0.296)  -0.142
H (3.529, 1.995, -0.819)  0.073
H (2.705, 2.913, 0.487)  0.086
H (1.971, 2.779, -1.091)  0.068
H (3.160, -0.360, 0.999)  0.118
H (1.199, -1.551, 1.764)  0.139
H (-1.681, -1.098, 1.839)  0.101
H (-3.375, 0.511, 0.991)  0.100
H (-2.728, 2.544, -0.176)  0.096
H (-0.387, 3.004, -0.714)  0.106
C (-1.382, -3.777, -1.731)  -0.173
C (-0.280, -3.085, -2.558)  -0.162
H (-1.669, -3.147, -0.890)  0.050
H (-2.171, -4.245, -2.307)  0.060
H (-0.934, -4.559, -1.095)  0.056
H (0.506, -2.722, -1.914)  0.051
H (-0.822, -2.297, -3.084)  0.060
H (0.172, -3.717, -3.323)  0.058

---

Entry 4:
This record from OMol25 describes the molecule C6H14Si. The level of theory is ωB97M-V with the def2-TZVPD basis set.

Calculated values
Max |F| ... 3.74 eV/A
E_tot ... -14324.8780 eV
HOMO-LUMO gap ... 10.20 eV
Energy above the lowest of the compared OMol25 structures with the same formula, charge and spin ... 1.693 eV

Last column: Löwdin charge in e.
Atoms and positions in Å:
C (0.840, -2.248, -0.476)  -0.039
C (-0.103, -1.710, 0.331)  -0.501
C (-1.370, -2.333, 0.622)  -0.160
Si (0.459, -0.084, 1.186)  0.746
C (0.590, 1.489, -0.071)  -0.506
C (-0.368, 2.659, 0.240)  -0.142
C (0.399, 1.213, -1.552)  -0.160
H (1.832, -1.914, -0.615)  0.034
H (0.712, -3.280, -0.924)  0.079
H (-2.171, -1.754, 0.058)  0.102
H (-1.745, -2.373, 1.658)  0.077
H (-1.391, -3.357, 0.214)  0.078
H (1.763, -0.146, 1.895)  -0.046
H (-0.488, 0.156, 2.308)  -0.046
H (1.733, 1.710, 0.185)  0.113
H (0.087, 3.521, -0.174)  0.056
H (-1.269, 2.453, -0.347)  0.073
H (-0.472, 2.732, 1.320)  0.058
H (0.547, 0.146, -1.821)  0.055
H (1.031, 1.840, -2.174)  0.076
H (-0.617, 1.277, -1.863)  0.055

---

Entry 5:
This record from OMol25 describes a structure of composition HMnO3S. The level of theory is ωB97M-V with the def2-TZVPD basis set.

Calculated values
Max |F| ... 4.45 eV/A
E_tot ... -48312.2456 eV
Expectation value of S² ... 12.00
HOMO-LUMO gap (alpha / beta) ... 7.06 / 11.42 eV
Multiplicity ... 7
Energy above the lowest of the compared OMol25 structures with the same formula, charge and spin ... 0.643 eV

Last column: Löwdin charge in e.
Atoms and positions in Å:
S (-0.508, 0.853, 0.301)  0.886
O (-1.244, -0.506, 0.216)  -0.659
O (0.713, 0.523, -1.109)  -0.356
Mn (0.369, -1.518, 0.992)  0.742
O (0.450, 0.485, 1.461)  -0.636
H (0.221, 0.164, -1.861)  0.022

---

Entry 6:
This record from OMol25 describes a structure of composition C54H39BCl5F2N7NaO4S. The level of theory is ωB97M-V with the def2-TZVPD basis set.

Calculated values
Max |F| ... 1.57 eV/A
E_tot ... -159232.0934 eV
Charge ... -1
HOMO-LUMO gap (alpha / beta) ... 2.65 / 2.36 eV
Energy above the lowest of the compared OMol25 structures with the same formula, charge and spin ... 2.426 eV

Last column: Löwdin charge in e.
Atoms and positions in Å:
Na (0.282, 0.542, -0.153)  0.128
Cl (-0.993, 2.247, 2.554)  0.627
C (0.423, 3.289, 2.406)  -0.961
Cl (1.246, 2.980, 0.881)  0.638
H (1.112, 3.060, 3.217)  0.021
H (0.093, 4.327, 2.425)  0.028
F (-3.976, -1.789, -2.261)  0.035
C (-2.839, -1.112, -2.571)  -0.277
C (-1.615, -1.657, -2.264)  0.007
C (-0.434, -0.950, -2.507)  -0.049
C (-0.527, 0.362, -3.085)  -0.101
C (-1.787, 0.781, -3.516)  -0.224
F (-1.907, 1.944, -4.210)  0.048
C (-2.951, 0.102, -3.251)  0.046
C (0.630, 1.234, -3.162)  -0.252
C (0.925, 2.032, -4.280)  -0.028
C (2.037, 2.841, -4.263)  -0.104
C (2.857, 2.848, -3.131)  -0.126
C (2.488, 2.034, -2.077)  -0.200
N (1.418, 1.263, -2.066)  0.056
H (-1.579, -2.647, -1.832)  0.126
H (-3.909, 0.492, -3.551)  0.127
H (0.288, 1.988, -5.149)  0.105
H (2.283, 3.455, -5.120)  0.090
H (3.742, 3.464, -3.083)  0.057
H (3.087, 1.995, -1.175)  0.065
C (-13.479, 1.609, -1.075)  -0.110
O (-12.798, 0.777, -0.176)  -0.098
C (-11.421, 0.795, -0.218)  -0.273
C (-10.778, -0.074, 0.664)  -0.017
C (-9.406, -0.147, 0.706)  -0.026
C (-8.614, 0.652, -0.137)  -0.154
C (-9.276, 1.528, -1.011)  -0.015
C (-10.651, 1.599, -1.056)  -0.026
C (-7.182, 0.638, -0.112)  -0.280
N (-6.402, 1.472, -0.786)  0.189
C (-5.133, 1.168, -0.432)  -0.178
C (-5.117, 0.113, 0.483)  -0.135
N (-6.432, -0.209, 0.680)  0.182
C (-3.927, -0.405, 1.033)  -0.105
C (-3.875, -1.380, 2.024)  -0.069
C (-2.648, -1.834, 2.463)  -0.116
C (-1.500, -1.320, 1.848)  -0.186
N (-1.499, -0.367, 0.952)  0.030
C (-2.687, 0.159, 0.556)  -0.202
C (-2.693, 1.297, -0.291)  -0.195
N (-1.509, 1.908, -0.567)  0.053
C (-1.528, 2.989, -1.323)  -0.177
C (-2.666, 3.539, -1.893)  -0.092
C (-3.887, 2.927, -1.635)  -0.037
C (-3.917, 1.813, -0.813)  -0.120
H (-14.541, 1.430, -0.909)  0.089
H (-13.231, 1.364, -2.114)  0.094
H (-13.257, 2.667, -0.891)  0.093
H (-11.391, -0.683, 1.311)  0.114
H (-8.947, -0.826, 1.411)  0.102
H (-8.678, 2.154, -1.654)  0.110
H (-11.121, 2.286, -1.744)  0.099
H (-6.789, -0.959, 1.245)  0.141
H (-4.794, -1.767, 2.450)  0.091
H (-2.569, -2.568, 3.251)  0.073
H (-0.525, -1.703, 2.122)  0.086
H (-0.563, 3.459, -1.483)  0.095
H (-2.600, 4.406, -2.532)  0.089
H (-4.818, 3.294, -2.041)  0.104
O (1.109, -2.822, -3.330)  0.220
B (0.932, -1.677, -2.548)  -0.480
O (2.159, -1.251, -2.061)  0.182
C (3.090, -2.082, -2.591)  -0.177
C (4.465, -2.061, -2.463)  0.010
C (5.177, -3.032, -3.156)  -0.102
C (4.540, -3.966, -3.955)  -0.106
C (3.156, -3.992, -4.090)  0.005
C (2.444, -3.043, -3.381)  -0.187
H (4.964, -1.307, -1.876)  0.088
H (6.253, -3.064, -3.065)  0.092
H (5.136, -4.693, -4.485)  0.094
H (2.650, -4.710, -4.717)  0.115
Cl (6.325, 2.027, -2.442)  0.720
C (6.259, 1.132, -0.970)  -0.656
C (5.542, 1.638, 0.121)  -0.078
C (5.470, 0.886, 1.276)  -0.009
C (6.099, -0.347, 1.389)  -0.185
C (5.940, -1.181, 2.635)  -0.300
C (4.722, -2.127, 2.478)  -0.049
N (3.500, -1.389, 2.381)  -0.065
C (2.789, -0.891, 3.433)  -0.054
C (1.756, -0.188, 2.889)  -0.139
N (1.827, -0.232, 1.530)  0.072
C (2.886, -0.951, 1.260)  -0.132
O (5.729, -0.389, 3.786)  -0.117
C (6.906, -0.127, 4.531)  -0.154
C (7.460, -1.353, 5.195)  -0.329
C (6.832, -1.993, 6.244)  -0.957
Cl (5.370, -1.507, 6.992)  0.673
S (7.688, -3.409, 6.786)  0.988
C (8.905, -3.130, 5.584)  -0.397
C (8.641, -2.024, 4.825)  -0.151
C (6.831, -0.817, 0.283)  -0.587
Cl (7.637, -2.351, 0.349)  0.721
C (6.911, -0.085, -0.889)  -0.160
H (5.065, 2.601, 0.057)  0.108
H (4.922, 1.253, 2.131)  0.131
H (6.828, -1.816, 2.771)  0.112
H (4.668, -2.779, 3.354)  0.141
H (4.861, -2.728, 1.578)  0.132
H (3.074, -1.072, 4.450)  0.109
H (0.964, 0.336, 3.387)  0.077
H (3.226, -1.173, 0.271)  0.128
H (6.595, 0.606, 5.280)  0.130
H (7.673, 0.322, 3.884)  0.137
H (9.727, -3.811, 5.515)  0.057
H (9.280, -1.692, 4.027)  0.115
H (7.467, -0.466, -1.730)  0.106